Density functional theory data (ωB97M-V/def2-TZVPD) for a cluster of 12 separate species, C26H75Cl6O28P5 in total in a non-equilibrium geometry.

The HOMO energy is -9.78 eV. The orbital gap is 9.821 eV. Its structure (SMILES) is COP(=O)(OC)OC.COP(=O)(OC)OC.COP(=O)(OC)OC.COP(=O)(OC)OC.COP(=O)(OC)OC.ClCCl.ClCCl.ClCCl.OCCO.OCCO.OCCO.OCCO. Its total energy is -7610.41797 a.u. Its LUMO energy is 0.0 eV.

Structure (XYZ):
```
140
C26H75Cl6O28P5 ωB97M-V/def2-TZVPD
C -0.372 1.019 4.022
O -0.815 -0.102 3.274
P -0.805 -0.183 1.619
O -1.575 0.986 1.063
O 0.754 -0.351 1.183
C 1.410 0.680 0.541
O -1.557 -1.655 1.251
C -0.975 -2.842 1.877
H 0.024 0.715 4.991
H -1.195 1.720 4.158
H 0.467 1.458 3.484
H 2.441 0.825 0.864
H 0.951 1.631 0.812
H 1.396 0.363 -0.502
H -0.568 -2.563 2.850
H -0.151 -3.300 1.328
H -1.783 -3.567 1.972
C 4.689 0.173 -6.730
O 4.355 1.479 -6.255
P 2.995 2.236 -6.473
O 1.845 1.513 -5.836
O 2.841 2.218 -8.068
C 3.658 2.875 -8.920
O 3.270 3.765 -5.963
C 2.298 4.798 -6.059
H 5.569 -0.294 -6.287
H 4.689 0.245 -7.817
H 3.834 -0.454 -6.477
H 3.701 2.048 -9.629
H 4.602 3.197 -8.481
H 3.264 3.664 -9.560
H 1.450 4.444 -6.646
H 2.768 5.682 -6.491
H 1.983 4.998 -5.036
C -3.357 -6.958 -3.106
O -2.855 -7.321 -4.371
P -2.472 -6.138 -5.512
O -3.485 -5.206 -5.941
O -1.946 -7.003 -6.730
C -1.003 -6.619 -7.765
O -1.144 -5.435 -4.886
C -1.107 -4.333 -3.992
H -4.415 -6.879 -3.354
H -3.164 -5.955 -2.726
H -3.236 -7.633 -2.258
H -0.013 -7.054 -7.624
H -0.884 -5.537 -7.714
H -1.325 -6.900 -8.768
H -0.434 -4.499 -3.151
H -2.064 -4.262 -3.475
H -0.835 -3.435 -4.546
C 5.301 6.033 -1.225
O 5.020 7.042 -2.130
P 4.422 8.401 -1.479
O 3.431 8.188 -0.397
O 5.722 9.272 -1.065
C 6.688 9.787 -1.972
O 3.725 9.130 -2.758
C 3.002 10.300 -2.533
H 4.448 5.874 -0.565
H 6.286 6.217 -0.795
H 5.375 5.152 -1.863
H 7.564 10.064 -1.386
H 6.340 10.681 -2.489
H 6.899 8.950 -2.638
H 2.098 10.497 -3.109
H 3.688 11.117 -2.758
H 2.654 10.189 -1.507
C -5.983 -8.906 3.607
O -5.884 -10.312 3.906
P -5.566 -10.865 5.401
O -6.551 -11.866 5.810
O -3.959 -11.344 5.288
C -3.507 -12.487 6.069
O -5.506 -9.533 6.300
C -5.441 -9.662 7.701
H -6.294 -8.324 4.474
H -6.827 -8.640 2.970
H -5.003 -8.487 3.380
H -2.932 -12.101 6.911
H -2.943 -13.153 5.416
H -4.436 -12.863 6.498
H -5.076 -10.609 8.098
H -6.397 -9.340 8.115
H -4.748 -8.921 8.100
C 5.043 -7.538 -3.220
C 3.758 -7.111 -2.449
O 3.811 -5.856 -1.639
O 5.186 -6.818 -4.418
H 4.957 -8.621 -3.313
H 5.871 -7.319 -2.546
H 3.535 -7.914 -1.746
H 2.917 -7.067 -3.140
H 4.751 -5.815 -1.450
H 4.360 -6.876 -4.904
C -1.676 6.247 -0.804
C -2.145 7.692 -1.069
O -1.816 8.166 -2.352
O -2.239 5.358 -1.822
H -2.071 5.948 0.166
H -0.612 6.120 -1.006
H -1.683 8.292 -0.286
H -3.231 7.608 -1.028
H -2.414 7.689 -2.931
H -2.176 4.520 -1.357
C -6.046 0.007 -2.604
C -7.054 -1.133 -2.866
O -6.949 -2.301 -2.062
O -6.266 0.663 -1.379
H -6.338 0.671 -3.418
H -5.037 -0.378 -2.747
H -6.942 -1.468 -3.897
H -8.020 -0.641 -2.757
H -7.045 -2.015 -1.150
H -5.526 1.254 -1.224
C -0.066 8.718 4.534
C 0.314 7.281 4.915
O 1.429 6.805 4.319
O 0.319 9.668 5.500
H -1.148 8.840 4.485
H 0.368 9.035 3.586
H -0.500 6.652 4.554
H 0.280 7.092 5.988
H 1.382 6.898 3.364
H 1.240 9.922 5.400
C 1.977 4.242 10.564
Cl 1.831 2.527 10.205
Cl 3.557 4.768 10.292
H 1.431 4.685 9.731
H 1.665 4.460 11.586
C 6.199 3.534 5.682
Cl 6.502 2.993 3.986
Cl 6.900 5.107 5.961
H 5.137 3.484 5.926
H 6.790 2.836 6.276
C -4.313 -3.275 8.754
Cl -3.578 -4.101 7.391
Cl -6.005 -3.312 8.431
H -4.089 -3.668 9.745
H -3.858 -2.285 8.727
```

Density functional theory data (ωB97M-V/def2-TZVPD) for an isolated molecule of C6H10 in a non-equilibrium geometry.

The HOMO energy is -9.31 eV. The calculation puts the energy relative to the best compared isomer or geometry (same formula, charge and spin) at 30.0 kcal per mole. The orbital gap is 10.341 eV. Its structure (SMILES) is C=C(C)C(=C)C. Its total energy is -234.55476 a.u. Its LUMO energy is 1.0 eV.

Structure (XYZ):
```
16
C6H10 ωB97M-V/def2-TZVPD
C -1.588 0.933 0.107
C -0.711 -0.273 0.230
C -1.070 -1.467 0.693
C 0.939 -0.393 -1.659
C 0.635 -0.124 -0.397
C 1.666 0.479 0.543
H -0.944 1.824 0.111
H -2.213 1.008 1.006
H -2.242 1.086 -0.754
H -0.371 -2.294 0.620
H -1.824 -1.632 1.460
H 1.877 -0.105 -2.123
H 0.219 -0.864 -2.320
H 1.160 1.156 1.237
H 2.487 1.035 0.099
H 1.982 -0.369 1.145
```

Density functional theory data (ωB97M-V/def2-TZVPD) for the ion C2H2N2O3 with charge -2 in a non-equilibrium geometry.

The HOMO energy is 1.94 eV. The calculation puts the energy relative to the best compared isomer or geometry (same formula, charge and spin) at 129.0 kcal per mole. The orbital gap is 5.576 eV. Its structure (SMILES) is O=N/C=C\N([O-])[O-]. Its total energy is -412.34124 a.u. The total charge is -2. Its LUMO energy is 7.5 eV.

Structure (XYZ):
```
9
C2H2N2O3 ωB97M-V/def2-TZVPD
C 0.090 -0.274 -0.765
C 1.019 0.090 0.464
N -1.075 -0.649 -0.533
N 0.605 1.276 0.762
O -1.878 -0.862 -1.509
O 0.773 2.301 1.654
O -1.399 -0.917 0.751
H 0.333 -0.207 -1.819
H 1.531 -0.758 0.996
```

Density functional theory data (ωB97M-V/def2-TZVPD) for an isolated molecule of C9H14N2O5 in a non-equilibrium geometry.

The HOMO energy is -9.10 eV. The calculation puts the energy relative to the best compared isomer or geometry (same formula, charge and spin) at 19.2 kcal per mole. The orbital gap is 9.563 eV. Its structure (SMILES) is O=C(O)C[C@H](NC(=O)[C@@H]1CCCN1)C(=O)O. Its total energy is -837.10026 a.u. Its LUMO energy is 0.5 eV.

Structure (XYZ):
```
30
C9H14N2O5 ωB97M-V/def2-TZVPD
C -1.542 -0.606 0.040
C -0.407 -0.912 0.950
C -1.813 0.857 0.026
C -3.111 1.066 0.653
C -3.349 -0.228 1.427
C 1.197 0.068 -0.715
C 1.744 -0.990 -1.708
C 2.270 1.192 -0.658
C 3.549 0.703 -0.050
H -2.570 -2.028 0.912
H -1.364 -1.059 -0.937
H -1.053 1.473 0.584
H -1.694 1.186 -1.002
H -3.249 1.987 1.260
H -3.895 1.148 -0.111
H -2.740 -0.132 2.353
H -4.387 -0.446 1.703
H 1.597 -0.941 1.176
H 0.319 0.466 -1.133
H 1.884 1.951 -0.030
H 2.399 1.591 -1.677
H 5.333 1.182 0.065
H 1.480 -2.687 -2.317
N -2.798 -1.181 0.448
N 0.850 -0.570 0.558
O -0.660 -1.452 2.053
O 2.561 -0.735 -2.554
O 3.746 -0.340 0.514
O 4.534 1.617 -0.264
O 1.171 -2.179 -1.566
```

Density functional theory data (ωB97M-V/def2-TZVPD) for a structure of composition C41H66F3NO28V2 in a non-equilibrium geometry.

The HOMO energy (alpha / beta) is -4.94 / -4.95 eV. The orbital gap (alpha / beta) is 6.547 / 6.550 eV. Its expectation value of S² is 0.757. Its total energy is -5950.86206 a.u. The total charge is -1. Its spin multiplicity is 2. Its LUMO energy (alpha / beta) is 1.6 / 1.6 eV.

Structure (XYZ):
```
141
C41H66F3NO28V2 ωB97M-V/def2-TZVPD
O -19.721 -5.997 10.880
V -20.961 -6.469 11.778
O -21.403 -5.199 12.566
O -25.465 -9.083 9.922
V -24.124 -9.760 10.287
O -23.891 -11.025 9.428
C -19.513 -7.923 13.885
O -19.458 -6.497 13.649
O -20.707 -8.204 13.209
C -18.310 -8.939 13.569
F -18.847 -10.157 13.645
F -17.630 -8.809 12.464
F -17.512 -8.956 14.585
C -18.363 -5.732 14.241
C -18.435 -4.231 13.864
H -19.425 -3.783 13.947
H -17.653 -3.565 14.229
H -18.316 -4.338 12.786
H -17.483 -6.090 13.708
H -18.277 -5.905 15.313
H -19.610 -8.024 14.965
C -21.331 -10.201 8.296
C -20.545 -8.857 8.557
C -19.849 -8.425 7.300
C -20.662 -7.707 6.159
C -21.338 -6.619 6.913
C -22.256 -6.914 8.124
N -21.497 -7.791 9.140
O -22.273 -7.997 10.372
C -23.586 -7.497 7.698
C -22.447 -5.481 8.739
C -19.426 -9.042 9.620
H -22.059 -10.022 7.505
H -21.597 -10.537 9.298
H -20.573 -10.962 8.109
H -19.485 -9.319 6.795
H -18.939 -7.884 7.557
H -21.329 -8.354 5.589
H -20.020 -7.376 5.343
H -21.952 -6.261 6.086
H -20.639 -5.870 7.285
H -24.377 -7.475 8.448
H -23.603 -8.517 7.315
H -23.925 -6.958 6.814
H -22.746 -4.754 7.985
H -21.660 -5.098 9.389
H -23.213 -5.480 9.515
H -19.615 -9.416 10.626
H -19.018 -8.085 9.944
H -18.792 -9.760 9.100
C -18.582 -3.220 5.867
C -18.489 -2.104 4.761
C -17.076 -1.649 4.126
O -17.238 -1.790 2.698
C -18.485 -2.142 2.470
O -18.855 -2.301 1.331
O -19.123 -2.550 3.604
H -19.567 -3.520 6.227
H -18.127 -2.971 6.826
H -18.158 -4.188 5.599
H -18.916 -1.210 5.214
H -16.406 -2.348 4.626
H -17.011 -0.597 4.407
C -17.271 -7.944 4.489
C -18.041 -7.504 3.153
C -17.487 -8.161 1.879
O -18.600 -8.546 1.127
C -19.617 -8.533 2.042
O -20.742 -8.987 1.865
O -19.227 -8.149 3.201
H -17.135 -7.073 5.131
H -16.241 -8.241 4.293
H -17.879 -8.643 5.063
H -18.442 -6.503 2.991
H -16.829 -9.024 1.979
H -16.983 -7.388 1.299
C -17.344 -11.491 6.820
C -18.080 -12.547 6.086
C -19.429 -12.181 5.471
O -19.296 -12.688 4.109
C -18.054 -13.223 3.984
O -17.638 -13.841 3.015
O -17.295 -12.957 5.013
H -16.481 -11.956 7.297
H -18.058 -11.029 7.501
H -16.994 -10.623 6.261
H -18.186 -13.441 6.700
H -19.571 -11.100 5.466
H -20.148 -12.798 6.011
C -26.098 -4.709 8.113
C -26.191 -3.854 9.495
C -26.639 -4.482 10.729
O -25.669 -4.196 11.731
C -24.663 -3.594 11.147
O -23.640 -3.152 11.594
O -24.929 -3.320 9.861
H -25.588 -5.664 8.239
H -25.569 -4.091 7.386
H -27.136 -4.966 7.902
H -26.887 -3.044 9.277
H -26.930 -5.512 10.523
H -27.521 -3.966 11.107
C -14.460 -9.964 7.607
C -15.259 -8.648 7.709
C -14.887 -7.664 8.805
O -14.949 -6.354 8.280
C -14.887 -6.436 6.977
O -14.755 -5.416 6.330
O -14.871 -7.813 6.645
H -14.918 -10.624 6.870
H -14.490 -10.554 8.523
H -13.436 -9.771 7.285
H -16.343 -8.739 7.649
H -13.827 -7.850 8.977
H -15.488 -7.734 9.711
C -16.770 -12.672 12.034
C -17.641 -12.555 10.821
C -17.945 -13.948 10.214
O -19.402 -14.022 10.143
C -19.944 -12.858 10.685
O -21.151 -12.550 10.699
O -18.949 -12.113 11.226
H -15.874 -13.241 11.782
H -17.201 -13.366 12.756
H -16.448 -11.728 12.474
H -17.284 -11.818 10.101
H -17.491 -14.700 10.859
H -17.477 -14.206 9.264
C -25.708 -9.475 5.511
C -25.091 -10.099 4.187
C -23.783 -9.416 3.698
O -22.730 -10.247 4.227
C -23.297 -11.489 4.567
O -22.685 -12.525 4.866
O -24.606 -11.426 4.453
H -25.898 -8.403 5.463
H -24.960 -9.663 6.282
H -26.605 -9.990 5.853
H -25.702 -10.190 3.288
H -23.856 -8.453 4.203
H -23.760 -9.349 2.610
```

Density functional theory data (ωB97M-V/def2-TZVPD) for a structure of composition C47H59BN12S4Y.

The HOMO energy is -14.94 eV. The calculation puts the energy relative to the best compared isomer or geometry (same formula, charge and spin) at 8.5 kcal per mole. The orbital gap is 7.554 eV. Its total energy is -4138.92901 a.u. The total charge is +3. Its LUMO energy is -7.4 eV.

Structure (XYZ):
```
124
C47H59BN12S4Y ωB97M-V/def2-TZVPD
Y 0.800 -0.222 -0.216
C -3.407 -3.756 -0.945
C -3.823 -2.360 -1.274
C -4.882 -2.081 -2.080
C -5.259 -0.743 -2.378
N -4.613 0.262 -1.855
N -3.572 -0.022 -1.039
B -3.012 1.210 -0.346
N -2.087 2.135 -1.120
N -3.356 2.585 -1.005
C -3.759 3.736 -1.456
C -2.761 4.487 -2.148
C -1.483 4.048 -2.307
C -0.466 4.844 -3.054
C -1.094 2.771 -1.726
S 0.480 2.184 -1.802
C -5.172 4.215 -1.252
C -5.101 5.513 -0.427
C -5.800 4.496 -2.625
C -5.980 3.169 -0.495
N -3.093 1.176 1.169
N -4.359 0.819 1.469
C -4.719 0.791 2.726
C -3.800 1.182 3.731
C -2.522 1.543 3.424
C -1.544 1.954 4.475
C -2.135 1.490 2.048
S -0.525 1.809 1.550
C -6.135 0.298 3.004
C -6.189 -1.183 2.610
C -7.122 1.095 2.150
C -6.502 0.447 4.480
C -3.114 -1.240 -0.744
S -1.745 -1.450 0.281
C -6.443 -0.460 -3.281
C -7.693 -1.085 -2.644
C -6.652 1.038 -3.449
C -6.177 -1.098 -4.652
H -4.053 -4.473 -1.442
H -3.451 -3.924 0.132
H -2.373 -3.932 -1.247
H -5.455 -2.893 -2.505
H -3.051 5.437 -2.573
H -0.895 5.770 -3.426
H -0.079 4.264 -3.893
H 0.383 5.071 -2.410
H -4.556 6.304 -0.941
H -4.635 5.344 0.543
H -6.114 5.874 -0.257
H -5.269 5.275 -3.169
H -6.821 4.845 -2.478
H -5.831 3.599 -3.242
H -5.587 3.014 0.511
H -5.987 2.206 -1.008
H -7.008 3.514 -0.398
H -4.119 1.191 4.763
H -2.010 1.943 5.457
H -1.159 2.954 4.274
H -0.682 1.287 4.484
H -5.959 -1.313 1.551
H -7.189 -1.571 2.792
H -5.486 -1.778 3.194
H -6.907 0.984 1.087
H -7.100 2.156 2.400
H -8.132 0.732 2.332
H -5.868 -0.158 5.129
H -7.525 0.106 4.630
H -6.455 1.484 4.814
H -7.886 -0.668 -1.654
H -7.615 -2.167 -2.550
H -8.560 -0.879 -3.269
H -6.908 1.519 -2.504
H -7.478 1.204 -4.140
H -5.767 1.527 -3.856
H -6.051 -2.178 -4.596
H -5.290 -0.671 -5.124
H -7.024 -0.908 -5.309
N 1.028 -0.876 2.193
C 1.569 -2.190 2.458
C 1.997 -2.583 3.692
C 2.486 -3.891 3.904
C 2.507 -4.787 2.876
C 2.068 -4.403 1.586
C 2.059 -5.292 0.488
C 1.634 -4.856 -0.734
C 1.251 -3.512 -0.873
N 1.251 -2.641 0.121
C 1.619 -3.087 1.367
H 1.543 -0.165 2.713
H 0.066 -0.811 2.535
H 1.951 -1.888 4.521
H 2.827 -4.175 4.888
H 2.863 -5.797 3.030
H 2.386 -6.314 0.631
H 1.603 -5.511 -1.592
H 0.945 -3.133 -1.839
C 3.186 -0.595 -3.337
C 1.739 -0.873 -3.525
N 0.799 -0.892 -2.592
C -0.390 -1.180 -3.243
C -0.155 -1.341 -4.567
N 1.195 -1.143 -4.725
H 3.353 -0.014 -2.430
H 3.581 -0.023 -4.175
H 3.760 -1.519 -3.254
H -1.325 -1.261 -2.717
H -0.800 -1.574 -5.393
H 1.706 -1.182 -5.595
N 2.387 3.054 0.873
C 3.261 2.103 0.546
N 2.957 0.838 0.266
C 4.167 0.121 0.035
C 4.280 -1.239 -0.223
C 5.535 -1.788 -0.434
C 6.682 -0.999 -0.388
C 6.588 0.354 -0.118
C 5.326 0.892 0.091
S 4.935 2.536 0.488
H 1.398 2.881 0.950
H 2.709 3.977 1.112
H 3.416 -1.879 -0.257
H 5.626 -2.847 -0.630
H 7.652 -1.443 -0.554
H 7.473 0.971 -0.069
```